[1]
Here is a molecular structure, C17H26BBeCl2F8KLiN2O7S from OMol25. Energies are from ωB97M-V with the def2-TZVPD basis set.

The charge is -1. The value obtained for the HOMO-LUMO gap is 1.49 eV.

Each line ends with the Löwdin charge.
CARTESIAN COORDINATES (ANGSTROEM)
N: -1.89 4.46 -1.58  0.07
C: -2.27 3.42 -1.84  -0.15
C: -2.86 2.14 -2.16  -0.08
C: -3.66 1.59 -0.95  -0.26
C: -4.45 2.65 -0.35  -0.21
N: -5.14 3.45 0.04  0.22
C: -2.85 0.85 0.15  -0.10
C: -1.92 1.86 0.84  -0.11
C: -0.52 1.90 0.31  -0.20
F: -0.14 2.95 -0.49  -0.04
C: 0.39 0.96 0.53  -0.31
F: 1.67 1.22 0.30  0.14
F: 0.12 -0.23 1.01  0.16
H: -2.10 1.44 -2.52  0.11
H: -3.56 2.31 -2.97  0.14
H: -4.38 0.87 -1.34  0.15
H: -3.59 0.48 0.85  0.13
H: -2.33 -0.02 -0.22  0.13
H: -1.80 1.62 1.89  0.13
H: -2.39 2.85 0.80  0.10
Li: -0.90 4.86 -0.69  0.66
F: -0.19 1.78 -2.57  -0.55
C: -9.09 2.54 0.50  -0.93
O: -9.26 3.61 -0.19  -0.35
O: -7.83 2.43 1.02  0.00
O: -9.93 1.68 0.76  -0.10
H: -7.38 3.21 0.69  0.05
C: 2.87 -1.02 1.97  -0.11
C: 4.17 -1.55 2.56  -0.31
C: 4.71 -2.76 1.80  -0.22
C: 3.76 -3.96 1.81  -0.22
C: 3.39 -4.48 3.19  -0.29
C: 4.60 -5.00 3.97  -0.12
H: 2.08 -1.77 2.02  0.05
H: 2.53 -0.15 2.51  0.08
H: 3.00 -0.74 0.92  0.08
H: 4.01 -1.81 3.63  -0.10
H: 4.92 -0.76 2.55  0.10
H: 5.68 -3.05 2.21  0.10
H: 4.90 -2.46 0.76  0.11
H: 4.22 -4.77 1.23  0.11
H: 2.84 -3.70 1.27  0.09
H: 2.67 -5.30 3.08  0.05
H: 2.88 -3.71 3.78  0.08
H: 5.11 -5.79 3.42  0.07
H: 4.29 -5.41 4.94  0.07
H: 5.32 -4.20 4.17  0.05
Be: 3.90 -1.46 5.68  0.26
C: 3.32 2.23 -6.64  -0.19
C: 3.62 2.07 -5.17  -0.18
O: 2.51 2.67 -4.51  -0.19
S: 1.17 2.44 -5.36  0.60
O: 0.47 1.34 -4.85  -0.22
O: 0.56 3.71 -5.56  -0.24
O: 1.92 2.01 -6.74  -0.20
H: 3.54 3.24 -6.99  0.13
H: 3.85 1.51 -7.26  0.13
H: 4.54 2.57 -4.88  0.13
H: 3.67 1.02 -4.88  0.13
Cl: -7.89 -0.26 -0.68  -0.47
K: -10.69 2.83 -1.40  1.00
B: -0.90 -2.95 2.80  -1.25
F: -0.46 -3.72 1.51  -0.18
F: -1.59 -3.84 3.58  0.15
F: 0.26 -2.53 3.39  0.16
F: -1.67 -1.94 2.32  0.19
Cl: 0.19 -5.44 2.00  0.73

***

[2]
Here is a gas-phase ion, C2H3O2 (charge +1) from OMol25. Energies are from ωB97M-V with the def2-TZVPD basis set.

The charge is +1. The value obtained for the HOMO-LUMO gap (spin up / spin down) is 8.18 / 7.95 eV. Its spin multiplicity is 3. Its energy above the lowest of the compared OMol25 structures with the same formula, charge and spin is 0.411 eV.

Each line ends with the Löwdin spin population.
CARTESIAN COORDINATES (ANGSTROEM)
C: -0.25 0.57 0.65  0.87
C: -0.26 -0.58 -1.66  0.01
O: -0.65 -1.65 -1.55  0.21
O: 0.18 0.07 -0.38  0.64
H: 0.51 0.90 1.39  0.14
H: -1.27 0.92 0.95  0.13
H: 0.17 -0.04 -2.39  0.01

***

[3]
Here is a molecular structure, C28H34IrN10O from OMol25. Energies are from ωB97M-V with the def2-TZVPD basis set.

The value obtained for the HOMO-LUMO gap (spin up / spin down) is 5.94 / 5.90 eV. Its spin multiplicity is 2.

Each line ends with the Löwdin spin population.
CARTESIAN COORDINATES (ANGSTROEM)
Ir: -0.17 0.66 -0.70  0.81
C: -3.24 -0.48 1.38  0.00
C: -3.29 -0.13 -0.13  0.00
C: -3.34 1.37 -0.45  0.00
N: -2.02 1.95 -0.51  -0.05
C: -1.86 3.24 -0.66  0.00
C: -2.95 4.15 -0.80  0.01
C: -3.00 5.50 -0.55  0.00
C: -2.01 6.33 -0.03  0.01
C: -0.67 6.02 0.13  0.00
C: 0.02 4.89 -0.29  0.01
C: -0.46 3.66 -0.78  0.00
N: 0.32 2.75 -1.34  -0.02
C: 1.68 3.08 -1.71  0.00
C: 2.38 1.87 -2.34  0.01
C: 3.02 1.00 -1.26  0.01
N: 2.07 0.71 -0.23  0.05
C: 2.37 0.03 0.86  0.00
C: 3.66 -0.57 1.02  0.00
C: 4.22 -1.29 2.04  0.00
C: 3.66 -1.65 3.27  0.00
C: 2.37 -1.38 3.71  0.00
C: 1.35 -0.72 3.09  0.00
C: 1.28 -0.06 1.83  0.01
N: 0.17 0.56 1.45  0.08
C: -1.05 0.60 2.21  0.01
C: -1.87 -0.70 2.00  0.00
H: -3.82 -1.40 1.52  0.00
H: -3.76 0.31 1.93  0.00
H: -4.25 -0.55 -0.50  0.00
H: -2.19 -1.66 -0.79  0.00
H: -3.97 1.89 0.28  0.00
H: -3.82 1.47 -1.44  0.00
H: -3.88 3.70 -1.13  0.00
H: -3.96 5.97 -0.70  0.00
H: -2.31 7.32 0.27  0.00
H: -0.05 6.79 0.57  0.00
H: 1.09 4.94 -0.18  0.00
H: 2.27 3.41 -0.85  0.00
H: 1.65 3.91 -2.43  0.00
H: 3.15 2.20 -3.03  0.00
H: 1.63 1.29 -2.89  0.01
H: 3.89 1.53 -0.84  0.00
H: 3.40 0.07 -1.74  0.00
H: 4.31 -0.44 0.17  0.00
H: 5.23 -1.64 1.87  0.00
H: 4.30 -2.21 3.95  0.00
H: 2.14 -1.76 4.70  0.00
H: 0.43 -0.70 3.65  0.00
H: -1.62 1.45 1.83  0.00
H: -0.87 0.78 3.27  0.00
H: -2.01 -1.20 2.96  0.00
H: -1.28 -1.37 1.37  0.00
O: -2.24 -0.67 -0.89  0.02
N: -1.90 -3.31 -1.05  0.00
C: -1.58 -3.54 -2.33  0.00
C: -0.77 -4.58 -2.74  0.00
C: -0.25 -5.43 -1.77  0.00
C: -0.59 -5.21 -0.44  0.00
C: -1.40 -4.13 -0.13  0.00
H: -2.01 -2.85 -3.04  0.00
H: -0.54 -4.72 -3.78  0.00
H: 0.40 -6.25 -2.05  0.00
H: -0.24 -5.87 0.35  0.00
H: -1.67 -3.90 0.89  0.00
N: 2.29 -3.78 0.59  0.00
N: 1.74 -2.95 -0.34  -0.01
N: 2.16 -2.90 -1.60  0.00
C: 1.41 -1.94 -2.10  0.01
N: 0.57 -1.42 -1.21  0.04
N: 0.77 -2.08 -0.06  0.00
H: 2.19 -4.76 0.31  0.00
H: 1.82 -3.61 1.48  0.00
H: 1.47 -1.62 -3.12  0.00

***

[4]
Here is a molecular structure, C33H58BN3O24S from OMol25. Energies are from ωB97M-V with the def2-TZVPD basis set.

The value obtained for the HOMO-LUMO gap is 7.74 eV.

Each line ends with the Löwdin charge.
CARTESIAN COORDINATES (ANGSTROEM)
C: 3.34 -2.19 -0.44  0.02
C: 1.90 -1.97 0.14  -0.46
O: 1.30 -2.96 0.50  0.09
O: 1.28 -0.74 0.33  -0.03
C: 1.63 0.24 -0.67  -0.16
C: 1.29 -0.15 -2.16  -0.15
C: -0.26 -0.26 -2.48  -0.12
C: -0.84 -1.55 -1.80  -0.10
C: -1.87 -1.44 -0.68  -0.02
B: -2.45 -0.03 -0.13  -0.51
N: -3.94 0.16 -0.25  0.11
O: -1.64 0.98 0.41  0.11
C: -2.39 -2.64 0.00  0.03
C: -1.96 -4.03 -0.35  -0.33
N: -2.32 -5.25 0.20  -0.23
S: -1.42 -6.30 -0.74  0.94
N: -0.58 -5.35 -1.82  -0.23
C: -0.96 -4.05 -1.51  -0.27
C: -0.39 -2.86 -2.24  -0.14
C: 0.62 -3.16 -3.39  -0.05
H: 3.92 -1.26 -0.64  0.08
H: 3.24 -2.86 -1.35  0.09
H: 3.90 -2.79 0.33  0.10
H: 1.09 1.20 -0.42  0.13
H: 2.73 0.45 -0.62  0.12
H: 1.69 0.69 -2.81  0.13
H: 1.88 -1.06 -2.45  0.09
H: -0.81 0.69 -2.26  0.12
H: -0.36 -0.43 -3.60  0.12
H: -4.17 0.02 -1.25  0.07
H: -4.33 -0.68 0.20  0.06
H: -0.94 0.60 0.98  0.11
H: -3.12 -2.51 0.84  0.11
H: 1.03 -2.24 -3.89  0.07
H: 0.06 -3.73 -4.19  0.09
H: 1.40 -3.85 -2.98  0.08
C: -2.12 4.26 -0.81  -0.02
O: -1.25 5.39 -0.90  -0.02
C: -0.02 5.10 -1.33  -0.60
O: 0.40 4.01 -1.62  0.12
O: 0.69 6.24 -1.37  -0.01
C: 2.03 6.09 -1.80  -0.04
H: -3.09 4.61 -0.46  0.09
H: -2.25 3.80 -1.79  0.10
H: -1.74 3.54 -0.09  0.09
H: 2.07 5.69 -2.82  0.10
H: 2.59 5.44 -1.12  0.10
H: 2.50 7.07 -1.80  0.09
C: 9.31 -1.78 -0.91  -0.04
O: 9.28 -2.88 -1.83  -0.02
C: 8.07 -3.14 -2.34  -0.63
O: 7.06 -2.54 -2.09  0.12
O: 8.19 -4.18 -3.17  -0.02
C: 6.97 -4.58 -3.79  -0.03
H: 10.33 -1.66 -0.57  0.10
H: 9.00 -0.86 -1.41  0.10
H: 8.67 -1.98 -0.05  0.10
H: 6.57 -3.77 -4.41  0.10
H: 6.24 -4.89 -3.05  0.10
H: 7.19 -5.43 -4.44  0.10
C: -5.98 8.05 -1.37  -0.04
O: -7.09 7.15 -1.51  0.00
C: -6.86 5.92 -1.06  -0.61
O: -5.84 5.52 -0.56  0.12
O: -7.96 5.19 -1.26  -0.02
C: -7.86 3.83 -0.82  -0.04
H: -6.28 9.01 -1.77  0.09
H: -5.73 8.17 -0.31  0.10
H: -5.12 7.69 -1.93  0.10
H: -7.68 3.79 0.26  0.10
H: -7.08 3.31 -1.36  0.10
H: -8.81 3.35 -1.03  0.09
C: 1.96 -9.30 4.55  -0.05
O: 1.53 -7.94 4.67  0.00
C: 1.45 -7.29 3.50  -0.61
O: 1.72 -7.74 2.42  0.12
O: 1.04 -6.04 3.75  0.01
C: 0.91 -5.22 2.59  -0.05
H: 1.98 -9.72 5.56  0.09
H: 1.26 -9.87 3.95  0.10
H: 2.97 -9.34 4.13  0.10
H: 0.17 -5.63 1.90  0.07
H: 1.87 -5.10 2.09  0.09
H: 0.57 -4.24 2.91  0.09
C: -1.48 8.11 0.76  -0.03
O: -0.66 9.02 1.49  0.01
C: 0.10 8.45 2.43  -0.61
O: 0.13 7.27 2.69  0.13
O: 0.81 9.40 3.04  0.00
C: 1.67 8.93 4.07  -0.05
H: -2.05 8.69 0.03  0.10
H: -0.87 7.39 0.23  0.07
H: -2.19 7.61 1.42  0.10
H: 2.41 8.23 3.67  0.10
H: 1.09 8.45 4.87  0.10
H: 2.19 9.79 4.49  0.09
C: -10.78 5.34 0.57  -0.04
O: -10.76 4.03 1.16  -0.01
C: -11.36 3.96 2.35  -0.61
O: -11.89 4.87 2.94  0.13
O: -11.27 2.69 2.78  0.00
C: -11.88 2.46 4.05  -0.05
H: -10.27 5.28 -0.39  0.08
H: -11.80 5.67 0.40  0.10
H: -10.25 6.05 1.20  0.10
H: -12.94 2.68 4.02  0.10
H: -11.39 3.06 4.82  0.10
H: -11.74 1.41 4.30  0.09
C: 8.38 -10.08 0.48  -0.05
O: 8.75 -8.76 0.88  0.00
C: 8.82 -7.88 -0.13  -0.61
O: 8.60 -8.12 -1.29  0.12
O: 9.16 -6.70 0.38  0.01
C: 9.28 -5.66 -0.60  -0.03
H: 8.36 -10.70 1.38  0.09
H: 7.39 -10.09 0.03  0.10
H: 9.12 -10.50 -0.20  0.10
H: 8.32 -5.49 -1.09  0.09
H: 10.05 -5.89 -1.33  0.11
H: 9.56 -4.74 -0.08  0.09

***

[5]
Here is 4 unconnected molecules or ions with the total composition C5H14O3 from OMol25. Energies are from ωB97M-V with the def2-TZVPD basis set.

The charge is +1. The value obtained for the HOMO-LUMO gap (spin up / spin down) is 9.31 / 6.52 eV. Its spin multiplicity is 2. Its energy above the lowest of the compared OMol25 structures with the same formula, charge and spin is 0.000 eV.

Each line ends with the Löwdin spin population.
CARTESIAN COORDINATES (ANGSTROEM)
C: 2.03 -1.26 -0.84  0.05
C: 1.44 -0.91 0.45  0.26
C: 0.21 -0.26 0.59  0.16
C: -0.45 -0.09 1.83  0.08
C: -1.79 0.20 1.88  0.34
H: 1.94 -2.35 -0.97  0.02
H: 3.10 -1.05 -0.81  0.01
H: 1.49 -0.82 -1.68  0.00
H: 1.89 -1.12 1.42  0.01
H: -0.35 0.00 -0.30  0.00
H: 0.01 -0.33 2.79  0.00
H: -2.41 0.08 2.76  0.02
H: -2.23 0.62 0.98  0.01
H: 3.09 2.45 0.04  0.00
H: 2.26 1.21 0.13  0.00
O: 3.12 1.52 -0.15  0.01
H: -3.48 -1.37 -1.14  0.00
H: -2.41 -1.34 0.04  0.00
O: -2.54 -1.36 -0.92  0.01
H: -1.27 2.03 -1.10  0.00
H: -1.20 0.94 -2.14  0.00
O: -1.70 1.70 -1.87  0.00

***

[6]
Here is 2 unconnected molecules or ions with the total composition C3H4NO3 from OMol25. Energies are from ωB97M-V with the def2-TZVPD basis set.

The charge is -1. The value obtained for the HOMO-LUMO gap is 6.79 eV. Its energy above the lowest of the compared OMol25 structures with the same formula, charge and spin is 3.542 eV.

Each line ends with the Löwdin charge.
CARTESIAN COORDINATES (ANGSTROEM)
C: -1.11 1.19 1.23  -0.38
C: -1.83 3.51 1.64  -0.56
C: 0.36 0.21 -0.42  -0.19
N: -1.28 0.11 1.87  -0.03
O: -2.84 3.57 1.04  0.07
O: -0.95 3.97 2.27  0.08
O: -0.27 1.35 0.12  -0.22
H: -0.31 -0.72 -0.40  0.08
H: 1.40 -0.04 0.01  0.09
H: 0.46 0.55 -1.45  0.06
H: -0.65 -0.74 1.58  0.01